Entry 1:
ORCA calculation (wB97M-V/def2-TZVPD) on a structure of composition C25H27Cl3KNO6P.

The LUMO energy is 0.083 Ha. As for the net charge: -1. As for the energy relative to the best compared isomer or geometry (same formula, charge and spin): 0.075 eV.

Positions of all 64 atoms, in Å:
K -0.36 -0.22 -0.16
Cl 0.98 1.10 7.33
C 0.91 1.26 5.59
C -0.26 0.96 4.92
C -0.29 1.08 3.54
Cl -1.77 0.68 2.70
C 0.81 1.50 2.75
O 0.77 1.60 1.48
C 1.98 1.78 3.52
Cl 3.40 2.29 2.66
C 2.04 1.67 4.90
H -1.14 0.63 5.45
H 2.96 1.90 5.42
O -0.56 2.47 -0.67
C 0.11 3.33 -1.56
C 1.63 3.33 -1.40
C 2.27 1.94 -1.46
C 1.89 1.15 -2.68
C 2.26 1.57 -3.96
C 1.89 0.81 -5.05
C 1.18 -0.37 -4.85
C 0.86 -0.72 -3.55
N 1.20 0.02 -2.49
H -0.12 2.46 0.21
H -0.26 4.36 -1.45
H -0.15 3.00 -2.57
H 1.89 3.78 -0.43
H 2.04 3.99 -2.17
H 2.00 1.39 -0.57
H 3.36 2.06 -1.43
H 2.82 2.49 -4.08
H 2.17 1.12 -6.05
H 0.89 -1.00 -5.67
H 0.32 -1.64 -3.33
O 0.21 -3.75 -2.28
C -0.30 -3.15 -1.33
O -1.33 -2.42 -1.34
C 0.43 -3.21 0.02
C 1.79 -3.48 0.04
C 2.55 -3.38 1.22
C 1.87 -3.02 2.36
O 2.36 -2.87 3.64
C 1.31 -2.16 4.30
O 0.10 -2.49 3.63
C 0.51 -2.79 2.35
C -0.25 -2.88 1.21
H 2.26 -3.73 -0.90
H 3.61 -3.57 1.23
H 1.50 -1.08 4.21
H 1.26 -2.47 5.34
H -1.31 -2.67 1.20
C -4.52 -1.78 -1.31
P -3.66 -0.25 -0.77
C -2.86 0.22 -2.35
C -5.07 0.94 -0.79
H -5.11 -1.62 -2.21
H -5.17 -2.14 -0.51
H -3.74 -2.52 -1.50
H -3.59 0.31 -3.17
H -2.14 -0.56 -2.60
H -2.33 1.17 -2.23
H -5.63 0.91 -1.73
H -4.69 1.95 -0.64
H -5.76 0.73 0.03

***

Entry 2:
ORCA calculation (wB97M-V/def2-TZVPD) on a structure of composition C29H48N5ReSbSi3.

The LUMO energy (alpha / beta) is -0.445 / -0.437 Ha. As for the multiplicity: 2. As for the net charge: +4. As for the energy relative to the best compared isomer or geometry (same formula, charge and spin): 0.000 eV.

Positions of all 87 atoms, in Å:
Re 0.17 0.90 -0.36
C 4.57 1.59 -0.56
C 3.28 1.20 -0.92
N 2.24 1.27 -0.09
C 2.45 1.77 1.18
C 3.71 2.23 1.60
C 4.79 2.10 0.70
C 3.83 2.81 2.89
C 2.73 2.95 3.68
C 1.46 2.48 3.25
C 1.33 1.85 2.04
N 0.13 1.33 1.46
C -1.13 1.29 2.13
C -1.36 1.19 3.48
C -2.68 1.20 3.98
C -3.75 1.29 3.13
C -3.55 1.29 1.73
C -4.59 1.25 0.79
C -4.30 1.13 -0.55
C -2.96 1.05 -0.95
N -1.95 1.11 -0.09
C -2.23 1.25 1.24
H 5.38 1.48 -1.27
H 3.09 0.80 -1.90
H 5.78 2.43 1.00
H 4.80 3.16 3.22
H 2.80 3.42 4.65
H 0.62 2.65 3.90
H -0.55 1.07 4.18
H -2.84 1.14 5.05
H -4.76 1.33 3.52
H -5.62 1.29 1.12
H -5.08 1.07 -1.30
H -2.71 0.89 -1.99
N -1.59 5.82 -3.31
C -0.57 5.14 -2.42
C -0.93 3.67 -2.13
N 0.13 3.02 -1.32
H -1.33 6.80 -3.46
H -2.53 5.82 -2.91
H -1.65 5.39 -4.24
H -0.52 5.73 -1.51
H 0.38 5.22 -2.94
H -1.04 3.11 -3.06
H -1.87 3.60 -1.58
H 0.27 3.54 -0.46
H 1.02 3.10 -1.82
C 3.54 -1.94 0.76
Si 1.89 -2.62 1.32
C 1.83 -4.47 1.25
C 1.33 -1.89 2.94
Sb 0.07 -1.76 -0.41
Si -2.23 -2.99 0.15
C -3.38 -2.60 -1.26
C -2.78 -2.32 1.79
C -1.79 -4.79 0.24
Si 0.82 -2.51 -2.87
C -0.64 -2.16 -3.97
C 2.32 -1.51 -3.33
C 1.20 -4.32 -2.66
H 4.30 -2.23 1.49
H 3.54 -0.86 0.69
H 3.84 -2.36 -0.20
H 2.57 -4.85 1.95
H 2.08 -4.86 0.27
H 0.86 -4.87 1.55
H 2.09 -2.08 3.71
H 0.40 -2.35 3.28
H 1.18 -0.81 2.87
H -3.50 -1.54 -1.45
H -4.37 -3.01 -1.02
H -3.05 -3.08 -2.18
H -2.90 -1.23 1.79
H -2.08 -2.59 2.59
H -3.75 -2.76 2.04
H -1.21 -5.15 -0.60
H -2.73 -5.35 0.25
H -1.27 -5.04 1.17
H -1.01 -1.14 -3.86
H -1.46 -2.85 -3.78
H -0.34 -2.30 -5.01
H 2.05 -0.50 -3.63
H 2.80 -1.98 -4.20
H 3.06 -1.48 -2.53
H 0.39 -4.87 -2.19
H 2.12 -4.48 -2.09
H 1.35 -4.75 -3.65

***

Entry 3:
ORCA calculation (wB97M-V/def2-TZVPD) on a structure of composition C16H28PdS3Si2.

The LUMO energy (alpha / beta) is 0.013 / -0.033 Ha. As for the multiplicity: 3. As for the net charge: 0. As for the energy relative to the best compared isomer or geometry (same formula, charge and spin): 0.218 eV.

Positions of all 50 atoms, in Å:
Pd 0.25 0.78 0.16
C -1.74 -1.38 2.11
Si -0.67 0.17 2.26
C -1.66 1.41 3.27
C 0.86 -0.34 3.26
C 0.81 -0.45 4.65
C 1.90 -0.87 5.39
C 3.09 -1.19 4.74
C 3.16 -1.08 3.36
C 2.06 -0.65 2.60
Si 2.22 -0.50 0.72
C 2.50 -2.23 0.02
C 3.77 0.51 0.35
H -1.98 -1.77 3.10
H -1.24 -2.17 1.55
H -2.69 -1.17 1.60
H -1.93 1.02 4.25
H -2.59 1.66 2.75
H -1.11 2.34 3.42
H -0.11 -0.20 5.17
H 1.83 -0.95 6.46
H 3.95 -1.52 5.30
H 4.09 -1.33 2.86
H 3.37 -2.69 0.50
H 2.68 -2.21 -1.05
H 1.64 -2.88 0.21
H 4.66 0.07 0.82
H 3.68 1.54 0.71
H 3.95 0.55 -0.73
C -0.91 3.76 -2.79
C 0.36 3.06 -3.27
S 1.11 1.87 -2.11
C 0.83 0.31 -2.99
C -0.60 -0.21 -2.96
S -1.22 -0.48 -1.26
C -2.71 0.55 -1.20
C -2.53 2.06 -1.20
S -2.44 2.79 -2.87
H -1.09 4.62 -3.45
H -0.79 4.16 -1.79
H 1.12 3.82 -3.46
H 0.17 2.55 -4.21
H 1.50 -0.40 -2.49
H 1.17 0.41 -4.02
H -0.65 -1.16 -3.48
H -1.28 0.49 -3.45
H -3.18 0.23 -0.27
H -3.37 0.24 -2.02
H -1.62 2.35 -0.68
H -3.37 2.51 -0.66

***

Entry 4:
ORCA calculation (wB97M-V/def2-TZVPD) on a cluster of 2 separate species, C8H16O in total in a non-equilibrium geometry.

Its structure (SMILES) is C/C=C(/C)CC.CC=O. The LUMO energy is 0.037 Ha. As for the net charge: 0. As for the energy relative to the best compared isomer or geometry (same formula, charge and spin): 1.528 eV.

Positions of all 25 atoms, in Å:
C 1.64 -0.65 -1.26
C 0.64 0.42 -0.92
C -0.68 0.16 -0.73
C -1.66 1.29 -0.61
C -1.09 -1.17 -0.26
C -2.57 -1.44 -0.07
H 1.72 -1.38 -0.46
H 1.35 -1.19 -2.17
H 2.63 -0.22 -1.42
H 0.92 1.43 -1.21
H -2.01 1.39 0.42
H -2.54 1.11 -1.24
H -1.20 2.24 -0.91
H -0.51 -1.17 0.78
H -0.62 -1.96 -0.85
H -3.12 -1.33 -1.00
H -3.01 -0.76 0.66
H -2.72 -2.46 0.28
C 2.46 0.96 1.49
C 1.00 0.60 1.51
O 0.60 -0.52 1.90
H 3.07 0.08 1.33
H 2.66 1.70 0.72
H 2.71 1.42 2.45
H 0.33 1.47 1.60

***

Entry 5:
ORCA calculation (wB97M-V/def2-TZVPD) on a structure of composition C34H80Br8Cl2N5O7V in a non-equilibrium geometry.

The LUMO energy is -0.078 Ha. As for the net charge: 0. As for the energy relative to the best compared isomer or geometry (same formula, charge and spin): 6.242 eV.

Positions of all 137 atoms, in Å:
O 18.36 -21.24 30.62
V 19.35 -20.17 30.00
O 18.86 -18.81 30.64
C 17.86 -24.14 25.82
C 19.29 -24.57 25.93
C 19.39 -25.75 24.92
C 19.35 -25.23 23.44
C 20.45 -24.20 23.18
C 20.45 -22.97 24.16
N 20.25 -23.50 25.55
O 20.37 -22.55 26.58
C 19.27 -21.99 23.66
C 21.94 -22.38 23.99
C 19.44 -25.30 27.32
H 17.61 -23.35 26.53
H 17.15 -24.95 25.99
H 17.61 -23.73 24.85
H 18.66 -26.56 24.89
H 20.23 -26.40 25.18
H 18.38 -24.86 23.08
H 19.69 -26.09 22.87
H 20.30 -24.02 22.12
H 21.39 -24.74 23.32
H 18.96 -21.20 24.35
H 18.32 -22.47 23.43
H 19.60 -21.52 22.73
H 22.25 -22.22 22.96
H 22.68 -23.09 24.37
H 21.93 -21.44 24.55
H 18.82 -24.82 28.08
H 20.42 -25.09 27.74
H 19.28 -26.38 27.27
Br 23.78 -18.07 18.16
C 24.23 -16.60 19.55
C 23.67 -16.89 21.01
Br 24.68 -15.66 22.18
H 23.87 -15.64 19.18
H 25.32 -16.54 19.48
H 24.09 -17.83 21.38
H 22.59 -16.91 21.15
Br 20.33 -31.29 19.15
C 20.01 -29.74 17.99
C 18.67 -29.80 17.29
Br 18.53 -28.17 16.05
H 20.81 -29.76 17.26
H 20.25 -28.82 18.52
H 17.76 -29.97 17.86
H 18.90 -30.63 16.62
Br 23.52 -25.19 17.99
C 24.26 -23.62 18.93
C 25.67 -24.05 19.24
Br 26.33 -22.82 20.65
H 23.72 -23.52 19.87
H 23.97 -22.78 18.30
H 26.38 -24.16 18.42
H 25.63 -25.01 19.76
Br 13.43 -28.39 24.59
C 14.05 -28.82 22.71
C 13.13 -29.80 22.07
Br 13.86 -30.56 20.42
H 15.02 -29.32 22.66
H 14.06 -27.91 22.11
H 12.14 -29.45 21.77
H 12.98 -30.53 22.86
C 14.15 -19.91 20.67
C 14.33 -19.64 19.15
C 15.23 -20.70 18.47
O 16.52 -20.86 19.02
C 17.38 -21.58 18.18
N 12.98 -19.70 18.57
H 13.41 -20.69 20.89
H 13.83 -19.02 21.20
H 15.12 -19.99 21.17
H 14.60 -18.60 18.94
H 15.31 -20.45 17.41
H 14.84 -21.72 18.41
H 17.02 -22.54 17.81
H 18.30 -21.77 18.74
H 17.66 -20.92 17.36
H 12.42 -18.98 19.01
H 12.56 -20.57 18.87
C 26.61 -24.30 29.21
C 25.28 -24.16 28.42
C 25.11 -25.26 27.26
O 25.55 -26.58 27.57
C 25.51 -27.55 26.52
N 24.23 -24.24 29.39
H 26.90 -25.35 29.34
H 26.60 -23.89 30.22
H 27.39 -23.80 28.64
H 25.27 -23.13 28.06
H 25.67 -25.00 26.36
H 24.05 -25.42 27.06
H 25.79 -28.55 26.87
H 26.29 -27.37 25.78
H 24.64 -27.45 25.88
H 24.29 -25.12 29.88
H 23.45 -24.40 28.77
C 14.95 -19.05 28.78
C 15.57 -18.58 27.47
C 15.94 -17.02 27.49
O 16.97 -16.68 26.65
C 16.79 -16.89 25.21
N 16.87 -19.29 27.32
H 14.27 -18.26 29.11
H 15.56 -19.19 29.68
H 14.40 -19.96 28.55
H 14.96 -18.72 26.57
H 16.16 -16.75 28.52
H 15.11 -16.34 27.31
H 17.65 -16.60 24.61
H 15.88 -16.43 24.82
H 16.62 -17.96 25.11
H 16.74 -20.29 27.22
H 17.37 -18.93 26.52
C 24.46 -19.64 31.80
C 23.19 -19.25 31.04
C 23.42 -18.87 29.58
O 22.17 -18.66 29.05
C 22.26 -18.02 27.78
N 22.26 -20.35 31.08
H 25.09 -20.34 31.25
H 24.10 -20.04 32.75
H 25.13 -18.78 31.89
H 22.77 -18.41 31.58
H 23.88 -19.75 29.12
H 24.16 -18.08 29.44
H 23.12 -18.41 27.24
H 22.26 -16.95 27.97
H 21.31 -18.34 27.35
H 22.08 -20.73 32.00
H 22.81 -21.12 30.74
C 19.84 -26.41 33.71
Cl 21.46 -26.59 32.95
Cl 18.97 -27.88 33.51
H 20.00 -26.27 34.77
H 19.26 -25.56 33.34

***

Entry 6:
ORCA calculation (wB97M-V/def2-TZVPD) on a structure of composition C27H35BF4HgN4P2 in a non-equilibrium geometry.

The LUMO energy is -0.115 Ha. As for the net charge: 0. As for the energy relative to the best compared isomer or geometry (same formula, charge and spin): 2.274 eV.

Positions of all 74 atoms, in Å:
Hg 2.25 2.36 -3.06
C 5.14 4.68 -1.99
C 4.90 4.72 -0.68
C 4.20 5.77 0.14
C 3.04 6.58 -0.50
C 2.10 5.82 -1.40
C 2.38 5.15 -2.54
C 3.39 5.48 -3.58
C 4.80 5.77 -2.97
C 0.69 0.86 -2.63
H 5.67 3.82 -2.41
H 5.42 4.00 -0.06
H 4.93 6.49 0.53
H 3.81 5.29 1.05
H 2.41 6.97 0.33
H 3.44 7.49 -0.99
H 1.05 5.83 -1.11
H 1.62 4.37 -2.89
H 3.04 6.35 -4.20
H 3.44 4.61 -4.27
H 5.53 5.78 -3.79
H 4.80 6.77 -2.51
H 1.14 -0.13 -2.90
H -0.09 1.01 -3.39
H 0.29 0.87 -1.61
P -0.19 2.90 -0.34
P 1.63 1.00 1.44
N -0.88 4.11 -1.52
N -1.55 3.01 0.67
N 3.01 1.02 0.24
N 2.59 0.28 2.71
C 1.12 3.71 0.69
C 1.74 2.81 1.76
C -1.00 3.82 -2.89
C -1.39 4.97 -3.55
C -1.54 5.99 -2.56
C -1.24 5.45 -1.33
C -2.78 2.36 0.39
C -3.74 2.82 1.30
C -3.10 3.80 2.15
C -1.77 3.91 1.72
C 3.07 0.28 -0.93
C 4.26 0.50 -1.60
C 4.96 1.50 -0.86
C 4.21 1.74 0.29
C 3.86 0.64 3.21
C 4.37 -0.41 3.96
C 3.43 -1.49 3.89
C 2.35 -1.05 3.13
H 0.73 4.61 1.17
H 1.91 4.09 0.02
H 2.78 3.11 1.93
H 1.23 2.91 2.72
H -0.83 2.80 -3.25
H -1.49 5.04 -4.63
H -1.83 7.01 -2.79
H -1.30 5.87 -0.35
H -2.82 1.62 -0.40
H -4.77 2.47 1.33
H -3.57 4.35 2.96
H -0.98 4.53 2.11
H 2.19 -0.29 -1.19
H 4.59 -0.01 -2.50
H 5.88 2.03 -1.14
H 4.48 2.34 1.14
H 4.28 1.60 2.99
H 5.33 -0.43 4.47
H 3.53 -2.50 4.33
H 1.45 -1.52 2.79
F 0.33 -0.83 0.58
B -0.30 -2.14 0.86
F 0.08 -3.01 -0.17
F 0.23 -2.58 2.13
F -1.70 -1.93 0.95